[1]
Density functional theory data (ωB97M-V/def2-TZVPD) for a molecular structure, C34H56O32S5 at a distorted geometry.

HOMO (eV): -10.005
LUMO (eV): -0.107
Energy above the lowest of the compared OMol25 structures with the same formula, charge and spin (eV): 0.0000
Max |F| (eV/Å): 1.622
Total charge: 0

Last column: Mulliken charge in e.
Atoms and positions in Å:
C (4.522, -2.514, -1.639)  -0.36
C (4.080, -1.928, -0.298)  0.37
O (4.768, -0.682, -0.245)  -0.10
S (6.256, -0.889, -0.786)  1.33
O (7.021, -1.546, 0.203)  -0.59
O (6.701, 0.313, -1.357)  -0.60
O (5.799, -1.898, -1.919)  -0.43
H (3.850, -2.299, -2.466)  0.25
H (4.687, -3.589, -1.615)  0.35
H (4.347, -2.553, 0.560)  0.15
H (3.015, -1.730, -0.177)  -0.38
C (0.709, 5.764, -4.339)  -0.35
C (2.007, 5.599, -3.554)  -0.42
O (2.286, 4.206, -3.676)  -0.32
S (0.900, 3.437, -3.482)  1.12
O (0.515, 3.562, -2.122)  -0.45
O (1.038, 2.171, -4.051)  -0.53
O (0.064, 4.476, -4.331)  -0.35
H (0.866, 6.058, -5.375)  0.30
H (0.026, 6.475, -3.877)  0.29
H (1.880, 5.865, -2.503)  0.25
H (2.825, 6.159, -3.997)  0.44
C (0.610, -2.681, -4.365)  0.24
C (-0.179, -1.396, -4.538)  0.34
O (0.395, -0.892, -5.773)  -0.29
S (0.511, -2.090, -6.798)  0.98
O (1.735, -1.944, -7.494)  -0.55
O (-0.696, -2.285, -7.508)  -0.55
O (0.639, -3.237, -5.691)  -0.40
H (0.121, -3.404, -3.717)  0.12
H (1.638, -2.513, -4.040)  0.14
H (-0.024, -0.605, -3.813)  -0.40
H (-1.232, -1.642, -4.691)  0.38
C (-1.304, -1.554, 4.077)  0.41
C (-1.983, -2.894, 4.360)  -0.37
O (-3.387, -2.603, 4.326)  -0.47
S (-3.668, -1.469, 3.252)  1.27
O (-4.728, -0.673, 3.721)  -0.64
O (-3.771, -2.067, 1.967)  -0.57
O (-2.259, -0.766, 3.351)  -0.03
H (-0.406, -1.710, 3.482)  -0.35
H (-1.013, -1.001, 4.967)  0.27
H (-1.753, -3.270, 5.351)  0.36
H (-1.763, -3.591, 3.550)  0.16
C (-0.521, 2.315, 3.743)  1.33
C (-0.396, 3.836, 3.531)  -0.29
O (-1.738, 4.322, 3.419)  -0.43
S (-2.690, 3.378, 4.266)  1.08
O (-3.963, 3.291, 3.671)  -0.54
O (-2.537, 3.717, 5.636)  -0.61
O (-1.917, 2.046, 3.925)  -0.05
H (0.024, 2.015, 4.639)  0.29
H (-0.133, 1.708, 2.929)  -1.31
H (0.206, 4.078, 2.662)  0.23
H (0.033, 4.291, 4.423)  0.38
O (1.152, -3.018, 2.116)  -0.48
C (0.688, -4.033, 1.668)  0.01
O (-0.389, -4.005, 0.855)  0.29
C (-0.525, -5.250, 0.128)  -0.37
C (0.230, -6.285, 0.964)  -0.80
C (1.148, -5.460, 1.857)  -0.59
H (-0.060, -5.083, -0.844)  0.20
H (-1.588, -5.448, 0.056)  0.36
H (0.736, -7.044, 0.370)  0.39
H (-0.471, -6.861, 1.570)  0.29
H (2.195, -5.558, 1.568)  0.32
H (1.065, -5.750, 2.902)  0.29
O (-2.775, -4.021, -4.048)  -0.61
C (-3.239, -3.315, -3.200)  0.33
O (-4.472, -2.769, -3.291)  -0.40
C (-4.827, -2.065, -2.087)  -0.57
C (-3.465, -1.734, -1.446)  0.93
C (-2.599, -2.897, -1.878)  1.09
H (-5.412, -2.697, -1.422)  0.20
H (-5.290, -1.122, -2.360)  0.41
H (-3.538, -1.713, -0.360)  -0.44
H (-3.150, -0.754, -1.802)  -0.26
H (-2.629, -3.761, -1.216)  -0.33
H (-1.567, -2.615, -2.086)  -0.38
O (1.394, 2.504, 1.161)  -0.09
C (2.314, 2.758, 0.426)  0.01
O (2.999, 3.916, 0.536)  -0.53
C (4.047, 3.990, -0.464)  -0.49
C (4.298, 2.542, -0.849)  -0.40
C (2.932, 1.904, -0.651)  2.52
H (4.911, 4.402, 0.057)  0.46
H (3.748, 4.683, -1.247)  -0.07
H (4.989, 2.091, -0.138)  0.07
H (4.683, 2.422, -1.858)  0.45
H (2.978, 0.870, -0.320)  -1.29
H (2.333, 1.926, -1.560)  -0.59
O (-4.851, 1.469, -2.194)  -0.59
C (-5.261, 1.635, -1.079)  0.35
O (-4.685, 1.025, -0.023)  0.07
C (-5.271, 1.399, 1.233)  0.74
C (-6.268, 2.554, 0.936)  -0.73
C (-6.281, 2.645, -0.603)  -0.61
H (-4.494, 1.753, 1.900)  -0.42
H (-5.828, 0.553, 1.622)  0.18
H (-5.992, 3.470, 1.451)  0.26
H (-7.260, 2.268, 1.277)  0.37
H (-5.986, 3.610, -1.013)  0.25
H (-7.296, 2.461, -0.949)  0.27
O (0.898, -0.996, -1.370)  -0.65
C (0.157, -0.225, -0.806)  -0.26
O (-0.420, 0.791, -1.463)  -0.08
C (-1.282, 1.545, -0.578)  -1.04
C (-1.587, 0.565, 0.528)  2.16
C (-0.339, -0.281, 0.635)  3.46
H (-2.187, 1.861, -1.093)  0.52
H (-0.731, 2.422, -0.244)  0.09
H (-2.492, 0.000, 0.304)  -1.38
H (-1.914, 1.040, 1.459)  -0.53
H (-0.519, -1.300, 0.958)  -0.38
H (0.441, 0.223, 1.212)  -2.01
O (1.434, -0.178, 4.434)  -0.50
C (2.488, 0.116, 3.944)  0.04
O (3.289, 1.054, 4.496)  -0.42
C (4.423, 1.302, 3.638)  -0.44
C (4.583, 0.006, 2.849)  -0.08
C (3.150, -0.450, 2.690)  1.25
H (5.273, 1.612, 4.235)  0.39
H (4.125, 2.116, 2.968)  0.06
H (5.214, -0.709, 3.376)  0.31
H (5.042, 0.237, 1.892)  -0.13
H (2.919, -1.512, 2.669)  0.29
H (2.651, -0.001, 1.826)  -0.84

=====

[2]
Density functional theory data (ωB97M-V/def2-TZVPD) for a molecular structure, C24H26As2N3RuSSe.

<S²>: 8.78
HOMO (alpha / beta) (eV): -7.277 / -7.759
LUMO (alpha / beta) (eV): 0.618 / -1.322
Spin multiplicity: 6
Energy above the lowest of the compared OMol25 structures with the same formula, charge and spin (eV): 0.3463
Max |F| (eV/Å): 0.821
Total charge: 0

Last column: Löwdin spin population.
Atoms and positions in Å:
Ru (0.175, 0.875, 0.149)  3.47
C (0.490, -0.252, 3.918)  0.02
As (-0.631, 0.675, 2.643)  0.10
C (-0.988, 2.331, 3.570)  0.01
C (-2.327, -0.256, 2.906)  0.02
C (-3.008, -0.129, 4.113)  0.00
C (-4.250, -0.726, 4.288)  0.00
C (-4.817, -1.453, 3.250)  0.00
C (-4.132, -1.595, 2.049)  0.01
C (-2.883, -1.007, 1.872)  0.01
As (-1.854, -1.174, 0.221)  0.13
C (-2.979, -2.314, -0.868)  0.05
C (-0.622, -2.568, 0.829)  0.01
H (0.024, -0.182, 4.898)  0.00
H (1.473, 0.213, 3.936)  0.00
H (0.581, -1.296, 3.630)  0.00
H (-1.085, 2.134, 4.634)  0.00
H (-1.906, 2.747, 3.171)  0.00
H (-0.162, 3.014, 3.402)  0.00
H (-2.582, 0.449, 4.923)  0.00
H (-4.777, -0.614, 5.228)  0.00
H (-5.792, -1.912, 3.374)  0.00
H (-4.584, -2.171, 1.252)  0.00
H (-3.188, -3.234, -0.329)  0.01
H (-2.430, -2.535, -1.778)  0.00
H (-3.901, -1.802, -1.124)  0.00
H (-1.144, -3.283, 1.461)  0.00
H (0.203, -2.121, 1.374)  0.00
H (-0.208, -3.062, -0.049)  0.00
Se (-0.536, 2.908, -1.435)  0.27
C (-1.767, 2.487, -0.168)  0.03
N (-2.563, 2.157, 0.617)  0.12
C (6.486, 2.105, -0.097)  0.00
C (5.096, 1.548, 0.033)  0.01
C (4.774, 0.296, -0.496)  0.00
C (3.477, -0.125, -0.347)  0.01
N (2.576, 0.616, 0.292)  0.11
C (2.944, 1.822, 0.741)  0.03
S (1.648, 2.725, 1.450)  0.24
N (4.191, 2.315, 0.643)  0.01
H (7.242, 1.332, 0.055)  0.00
H (6.628, 2.910, 0.621)  0.00
H (6.627, 2.511, -1.102)  0.00
H (5.509, -0.315, -1.003)  0.00
H (3.125, -1.074, -0.738)  0.00
C (0.609, -0.516, -1.393)  0.14
C (0.461, -0.430, -2.604)  0.12
C (0.288, -0.327, -4.033)  0.01
C (0.866, 0.732, -4.735)  0.01
C (0.677, 0.855, -6.105)  0.00
C (-0.086, -0.081, -6.792)  0.01
C (-0.662, -1.140, -6.102)  0.00
C (-0.481, -1.260, -4.732)  0.01
H (1.463, 1.454, -4.195)  0.00
H (1.127, 1.683, -6.638)  0.00
H (-0.233, 0.016, -7.861)  0.00
H (-1.257, -1.874, -6.633)  0.00
H (-0.930, -2.082, -4.188)  0.00

=====

[3]
Density functional theory data (ωB97M-V/def2-TZVPD) for 8 unconnected molecules or ions with the total composition C40H59Br14ClN4O3 at a distorted geometry.

SMILES: COCCCCCCc1nc2c(-c3ccncc3)c(CC(=O)Cl)ccc2nc1CC(=O)N(C)C.BrCCBr.BrCCBr.BrCCBr.BrCCBr.BrCCBr.BrCCBr.BrCCBr
HOMO (eV): -8.879
LUMO (eV): 0.034
Energy above the lowest of the compared OMol25 structures with the same formula, charge and spin (eV): 0.0000
Max |F| (eV/Å): 2.849
Total charge: 0

Last column: Mulliken charge in e.
Atoms and positions in Å:
C (-0.501, -7.279, -5.230)  -0.62
O (-0.001, -6.168, -5.967)  -0.34
C (1.226, -5.698, -5.403)  -0.80
C (1.027, -4.342, -4.666)  -0.06
C (2.233, -3.974, -3.755)  -0.82
C (1.816, -3.641, -2.271)  -0.63
C (1.821, -2.106, -2.129)  -0.83
C (1.334, -1.619, -0.717)  -1.13
C (0.949, -0.145, -0.879)  0.59
N (1.833, 0.771, -0.563)  -0.18
C (1.358, 2.041, -0.751)  0.45
C (2.225, 3.140, -0.395)  0.11
C (3.574, 2.853, 0.201)  0.18
C (3.786, 3.236, 1.544)  -0.43
C (5.065, 2.897, 2.078)  -0.78
N (6.060, 2.293, 1.444)  -0.57
C (5.787, 1.955, 0.186)  -0.55
C (4.611, 2.200, -0.494)  -0.38
C (1.830, 4.445, -0.571)  1.00
C (2.710, 5.636, -0.167)  -0.57
C (2.680, 6.745, -1.231)  0.37
O (2.850, 6.465, -2.379)  -0.45
Cl (2.432, 8.419, -0.645)  -0.21
C (0.533, 4.738, -1.128)  -1.08
C (-0.283, 3.694, -1.456)  -0.83
C (0.084, 2.323, -1.267)  -0.40
N (-0.833, 1.363, -1.600)  -0.62
C (-0.383, 0.154, -1.378)  1.06
C (-1.348, -1.005, -1.672)  -0.64
C (-2.087, -1.300, -0.332)  0.32
O (-2.287, -0.347, 0.393)  -0.58
N (-2.458, -2.634, 0.016)  -0.02
C (-3.719, -2.895, -0.803)  -0.42
C (-2.926, -2.588, 1.428)  -0.87
H (-0.882, -6.912, -4.255)  0.22
H (0.270, -8.050, -5.042)  0.31
H (-1.295, -7.754, -5.826)  0.23
H (1.925, -5.585, -6.250)  0.29
H (1.674, -6.440, -4.716)  0.45
H (0.887, -3.599, -5.471)  0.22
H (0.070, -4.413, -4.122)  -0.01
H (2.987, -4.778, -3.807)  0.59
H (2.714, -3.080, -4.192)  0.37
H (2.581, -4.132, -1.643)  0.31
H (0.832, -4.103, -2.096)  0.38
H (1.078, -1.708, -2.845)  0.38
H (2.831, -1.713, -2.309)  0.43
H (2.140, -1.731, 0.027)  0.57
H (0.489, -2.221, -0.346)  0.24
H (3.008, 3.742, 2.106)  0.90
H (5.257, 3.162, 3.117)  0.65
H (6.577, 1.425, -0.366)  0.35
H (4.466, 1.878, -1.528)  0.46
H (3.743, 5.273, -0.047)  0.35
H (2.356, 5.970, 0.825)  0.36
H (0.153, 5.745, -1.307)  0.35
H (-1.275, 3.892, -1.876)  0.48
H (-0.840, -1.893, -2.070)  -0.14
H (-2.055, -0.629, -2.429)  0.50
H (-4.184, -1.924, -1.051)  0.29
H (-4.358, -3.529, -0.179)  0.55
H (-3.391, -3.411, -1.729)  -0.34
H (-3.203, -3.608, 1.752)  0.35
H (-3.843, -1.978, 1.533)  0.36
H (-2.151, -2.219, 2.112)  0.22
Br (6.279, 5.737, 6.283)  -0.13
C (6.448, 6.639, 4.567)  -0.21
C (5.102, 6.957, 3.974)  -0.72
Br (4.257, 5.361, 3.227)  -0.05
H (7.051, 5.998, 3.933)  -0.11
H (6.999, 7.554, 4.779)  0.41
H (5.205, 7.643, 3.135)  0.41
H (4.407, 7.377, 4.696)  0.44
Br (10.279, 5.576, 8.205)  -0.12
C (9.897, 6.752, 9.708)  -0.59
C (8.529, 7.370, 9.592)  -0.52
Br (8.501, 8.796, 8.270)  -0.12
H (10.694, 7.488, 9.744)  0.37
H (9.955, 6.115, 10.590)  0.34
H (8.243, 7.844, 10.529)  0.34
H (7.762, 6.656, 9.303)  0.30
Br (-3.975, -0.454, 4.938)  -0.16
C (-3.056, 1.237, 4.638)  -0.54
C (-2.261, 1.214, 3.361)  -0.54
Br (-0.624, 0.183, 3.556)  -0.15
H (-2.445, 1.424, 5.517)  0.37
H (-3.845, 1.985, 4.583)  0.37
H (-1.934, 2.218, 3.095)  0.39
H (-2.805, 0.782, 2.524)  0.26
Br (-3.706, -5.371, -2.899)  -0.10
C (-5.323, -6.287, -2.324)  -0.47
C (-6.507, -5.892, -3.165)  -0.62
Br (-7.147, -4.120, -2.690)  -0.14
H (-5.457, -6.059, -1.269)  0.20
H (-5.107, -7.347, -2.438)  0.39
H (-7.347, -6.560, -2.979)  0.34
H (-6.290, -5.876, -4.229)  0.42
Br (-11.302, -4.811, -1.329)  -0.11
C (-10.905, -4.627, 0.567)  -0.59
C (-9.559, -3.990, 0.783)  -0.57
Br (-8.116, -5.247, 0.435)  -0.14
H (-10.983, -5.617, 1.005)  0.37
H (-11.695, -3.994, 0.966)  0.35
H (-9.436, -3.694, 1.823)  0.35
H (-9.387, -3.129, 0.142)  0.37
Br (10.468, 6.590, 3.134)  -0.13
C (9.889, 4.944, 2.269)  -0.68
C (9.285, 5.212, 0.917)  -0.57
Br (7.491, 5.946, 1.077)  -0.11
H (9.200, 4.455, 2.952)  0.37
H (10.789, 4.340, 2.173)  0.39
H (9.165, 4.283, 0.362)  0.34
H (9.861, 5.914, 0.321)  0.39
Br (-14.598, -3.675, -4.837)  -0.13
C (-13.932, -5.214, -5.824)  -0.59
C (-12.695, -5.786, -5.186)  -0.50
Br (-11.131, -4.685, -5.545)  -0.11
H (-13.770, -4.887, -6.847)  0.37
H (-14.743, -5.940, -5.803)  0.35
H (-12.461, -6.761, -5.611)  0.35
H (-12.777, -5.876, -4.106)  0.25